Density functional theory data (ωB97M-V/def2-TZVPD) for a single C5H7NO molecule.

As for the LUMO energy: 0.4 eV. Its SMILES is C[C@H](C#N)CC=O. The largest force on an atom comes out at 1.27 eV/A. Its relative energy (zero: lowest compared OMol25 entry of this formula, charge and spin) is 26.71 kcal per mole. Its charge is 0. The total energy is -8835.044 eV. For the gap between HOMO and LUMO, the calculation gives 10.923 eV.

Structure (XYZ):
```
14
Properties=species:S:1:pos:R:3:forces:R:3:mulliken_charge:R:1
C -1.019 -1.318 0.207 0.048 -0.086 0.015 -1.3604
C -0.572 0.147 0.182 -0.018 0.029 0.126 0.6000
C 0.778 0.436 -0.506 0.018 0.316 0.094 -0.7084
C 1.999 0.268 0.365 0.082 0.286 0.382 -0.0847
O 2.235 1.182 1.124 0.403 -0.758 0.174 -0.4536
C -1.608 0.965 -0.476 -0.715 0.522 -0.395 0.0318
N -2.425 1.598 -0.998 0.811 -0.640 0.491 -0.4440
H -1.987 -1.409 0.710 0.187 0.001 -0.080 0.3769
H -0.292 -1.931 0.747 -0.065 0.077 -0.076 0.3565
H -1.130 -1.715 -0.808 0.056 0.088 0.145 0.3376
H -0.483 0.525 1.208 -0.105 -0.043 -0.073 0.2464
H 0.831 -0.056 -1.489 0.100 0.341 0.269 0.3818
H 0.872 1.529 -0.505 -0.584 -0.138 -1.120 0.3465
H 2.700 -0.583 0.265 -0.218 0.006 0.048 0.3736
```
Forces are in eV/Å.



Density functional theory data (ωB97M-V/def2-TZVPD) for C5H7NO as an isolated structure.

As for the LUMO energy: 0.7 eV. The largest force on an atom comes out at 5.19 eV/A. Its relative energy (zero: lowest compared OMol25 entry of this formula, charge and spin) is 123.01 kcal per mole. Its charge is 0. The total energy is -8830.868 eV. For the gap between HOMO and LUMO, the calculation gives 9.614 eV.

Structure (XYZ):
```
14
Properties=species:S:1:pos:R:3:forces:R:3:mulliken_charge:R:1
O -2.257 -1.558 -0.105 0.435 -0.072 0.214 -0.4636
C -1.121 -1.475 0.296 -0.537 -0.079 -0.024 -0.3340
C -0.233 -0.317 0.011 -0.745 0.237 0.403 0.7257
C 1.087 -0.463 -0.637 2.253 4.059 -2.328 -0.6448
N 0.857 1.312 -0.240 0.062 -1.752 1.093 -0.4666
C 0.454 0.608 1.044 -0.393 0.422 0.742 -0.4392
C -0.538 0.981 -0.740 0.115 0.074 -0.026 -0.4169
H -0.664 -2.267 0.934 -0.145 0.015 -0.124 0.3005
H 1.943 -0.957 -0.156 -0.435 0.280 -0.120 0.3039
H 1.309 0.157 -1.571 -0.394 -3.032 -0.068 0.3246
H 1.299 0.217 1.625 -0.283 0.009 -0.135 0.2636
H -0.202 1.217 1.670 -0.100 0.042 0.212 0.3046
H -1.300 1.630 -0.296 0.141 -0.095 -0.046 0.2846
H -0.633 0.946 -1.831 0.026 -0.106 0.209 0.2575
```
Forces are in eV/Å.



Density functional theory data (ωB97M-V/def2-TZVPD) for C5H7NO as an isolated structure.

As for the LUMO energy: 0.7 eV. The largest force on an atom comes out at 4.24 eV/A. Its relative energy (zero: lowest compared OMol25 entry of this formula, charge and spin) is 75.76 kcal per mole. Its charge is 0. The total energy is -8832.918 eV. For the gap between HOMO and LUMO, the calculation gives 10.032 eV.

Structure (XYZ):
```
14
Properties=species:S:1:pos:R:3:forces:R:3:mulliken_charge:R:1
C -1.069 0.009 0.046 -1.998 -3.728 0.230 0.4131
C -0.299 1.272 -0.078 -2.016 3.033 1.584 -0.5563
C 1.050 0.719 -0.197 3.710 -1.057 -0.606 -0.1996
C 1.116 -0.245 1.033 1.494 1.678 1.634 -0.3490
C 0.156 -1.042 0.185 -0.524 2.114 -2.252 -0.3007
H -0.785 1.907 -0.892 1.107 -0.481 1.192 0.3293
H -0.199 1.814 1.026 -1.148 -0.756 -2.974 0.2012
H 1.871 1.448 -0.380 -0.591 -0.531 0.072 0.3686
H 0.689 0.402 1.874 0.749 -1.842 -0.118 0.2177
H 2.185 -0.704 1.259 -2.380 0.937 -0.558 0.2536
H -0.173 -2.047 0.184 0.102 -1.047 0.364 0.5126
H 1.940 -1.031 -1.102 -2.183 1.420 0.291 0.2817
N 0.985 -0.495 -1.109 0.024 -1.403 0.940 -0.5977
O -2.269 -0.325 -0.016 3.653 1.664 0.200 -0.5745
```
Forces are in eV/Å.



Density functional theory data (ωB97M-V/def2-TZVPD) for a 2-piece molecular cluster, C5H7NO overall.

As for the LUMO energy: 1.1 eV. The largest force on an atom comes out at 1.39 eV/A. Its relative energy (zero: lowest compared OMol25 entry of this formula, charge and spin) is 61.65 kcal per mole. Its charge is 0. The total energy is -8833.530 eV. For the gap between HOMO and LUMO, the calculation gives 10.255 eV.

Structure (XYZ):
```
14
Properties=species:S:1:pos:R:3:forces:R:3:mulliken_charge:R:1
O 1.640 0.464 2.522 0.243 1.294 -0.386 -0.1100
C 1.809 1.525 2.154 -0.160 -1.268 0.536 0.0883
C 0.359 0.931 -1.050 0.194 0.159 0.003 0.0558
C 0.058 -0.496 -1.241 0.181 -0.230 -0.259 -0.0924
C -0.148 -1.212 0.086 0.050 -0.081 0.048 -0.5320
C -1.197 -0.116 0.378 -0.161 0.017 0.257 -0.2951
N -1.036 0.497 -0.978 -0.205 0.093 -0.023 -0.5041
H 0.857 1.273 -0.144 -0.134 -0.093 -0.168 -0.1104
H 0.575 1.527 -1.933 -0.044 -0.114 0.118 0.2507
H 0.161 -0.982 -2.208 -0.008 0.083 0.151 0.3247
H 0.719 -1.292 0.749 -0.141 0.016 -0.142 0.1665
H -0.603 -2.198 -0.030 0.066 0.154 0.021 0.2675
H -0.979 0.577 1.199 -0.040 -0.084 -0.146 0.2096
H -2.214 -0.497 0.497 0.161 0.053 -0.010 0.2810
```
Forces are in eV/Å.



Density functional theory data (ωB97M-V/def2-TZVPD) for C5H7NO as an isolated structure.

As for the LUMO energy: 0.8 eV. The largest force on an atom comes out at 0.51 eV/A. Its relative energy (zero: lowest compared OMol25 entry of this formula, charge and spin) is 66.11 kcal per mole. Its charge is 0. The total energy is -8833.336 eV. For the gap between HOMO and LUMO, the calculation gives 9.446 eV.

Structure (XYZ):
```
14
Properties=species:S:1:pos:R:3:forces:R:3:mulliken_charge:R:1
O -0.481 -0.641 -2.592 0.086 -0.210 -0.388 -0.4842
C -0.179 -0.737 -1.271 0.253 -0.178 0.135 -0.0709
C 0.945 -0.239 -0.753 -0.271 0.187 -0.257 -0.6901
C 1.008 0.085 0.715 0.348 -0.134 -0.074 0.1762
C -0.059 1.182 1.042 -0.058 0.079 0.013 -0.4701
C -0.807 -0.065 1.428 -0.104 -0.130 0.480 -0.2060
N 0.154 -0.915 1.421 -0.379 0.230 0.003 -0.6057
H -1.335 -1.055 -2.743 0.131 -0.056 -0.081 0.3466
H -0.906 -1.271 -0.668 -0.015 0.286 -0.080 0.3664
H 1.707 0.135 -1.425 -0.031 0.206 0.041 0.3257
H 2.025 0.225 1.099 -0.191 -0.148 -0.058 0.3994
H -0.397 1.824 0.223 0.000 -0.203 0.137 0.2594
H 0.165 1.786 1.927 0.064 -0.046 -0.124 0.2849
H -1.853 -0.288 1.653 0.167 0.116 0.253 0.3684
```
Forces are in eV/Å.



Density functional theory data (ωB97M-V/def2-TZVPD) for a 2-piece molecular cluster, C5H7NO overall.

As for the LUMO energy: 0.4 eV. The largest force on an atom comes out at 3.12 eV/A. Its relative energy (zero: lowest compared OMol25 entry of this formula, charge and spin) is 110.32 kcal per mole. Its charge is 0. The total energy is -8831.419 eV. For the gap between HOMO and LUMO, the calculation gives 8.121 eV.

Structure (XYZ):
```
14
Properties=species:S:1:pos:R:3:forces:R:3:mulliken_charge:R:1
C -1.803 0.088 0.485 -0.232 0.133 0.103 -0.8722
N -0.421 -0.221 0.147 0.335 0.248 -0.010 0.1682
C 0.105 -1.491 -0.018 0.188 -0.115 -0.053 0.0460
C 1.478 -1.504 -0.270 -0.186 1.110 -1.167 -1.0334
C 1.764 0.015 -0.327 -1.428 -0.738 -2.669 -0.5040
C 0.545 0.697 -0.074 0.208 -0.447 0.909 0.4205
O 0.262 2.014 0.115 0.146 -0.113 -0.103 -0.5069
H -2.349 0.517 -0.358 0.202 -0.012 -0.002 0.3046
H -1.834 0.797 1.313 0.049 -0.010 -0.077 0.3141
H -2.324 -0.822 0.792 0.294 0.047 -0.082 0.3022
H -0.556 -2.349 0.095 0.121 0.355 -0.005 0.3282
H 1.323 -0.625 -1.574 1.035 -0.266 2.578 0.2780
H 2.705 0.481 -0.664 -0.516 -0.226 0.683 0.4203
H 1.093 2.456 0.333 -0.214 0.033 -0.106 0.3344
```
Forces are in eV/Å.



Density functional theory data (ωB97M-V/def2-TZVPD) for C5H7NO as an isolated structure.

As for the LUMO energy: 0.9 eV. The largest force on an atom comes out at 3.36 eV/A. Its relative energy (zero: lowest compared OMol25 entry of this formula, charge and spin) is 93.94 kcal per mole. Its charge is 0. The total energy is -8832.129 eV. For the gap between HOMO and LUMO, the calculation gives 9.702 eV.

Structure (XYZ):
```
14
Properties=species:S:1:pos:R:3:forces:R:3:mulliken_charge:R:1
O 1.127 -1.806 1.161 0.087 0.499 -0.057 -0.5861
C 0.646 -0.890 0.552 -1.243 -2.262 -1.747 0.3947
C 1.220 0.094 -0.555 0.244 -0.427 -0.051 -0.3900
N 0.044 0.970 -0.639 0.427 0.163 -0.006 -0.4376
C -1.038 -0.033 -0.980 -0.097 0.126 0.123 -0.3427
C -0.942 -0.450 0.479 1.026 -0.891 0.236 -0.3333
C -0.312 0.876 0.816 2.146 -0.003 1.573 -0.4041
H 1.393 -0.435 -1.494 0.123 0.001 0.066 0.3030
H 2.114 0.667 -0.289 -0.170 -0.326 0.175 0.2609
H -0.726 -0.791 -1.719 -0.152 0.324 0.197 0.2527
H -1.944 0.460 -1.340 0.058 -0.007 0.308 0.2580
H -1.676 -1.003 1.072 0.424 0.042 -0.135 0.4591
H -0.608 1.725 1.415 -0.745 0.181 -0.339 0.4288
H 0.739 0.452 1.405 -2.128 2.579 -0.342 0.1364
```
Forces are in eV/Å.



Density functional theory data (ωB97M-V/def2-TZVPD) for a 2-piece molecular cluster, C5H7NO overall.

As for the LUMO energy: 0.0 eV. The largest force on an atom comes out at 7.59 eV/A. Its relative energy (zero: lowest compared OMol25 entry of this formula, charge and spin) is 159.19 kcal per mole. Its charge is 0. The total energy is -8829.300 eV. For the gap between HOMO and LUMO, the calculation gives 9.301 eV.

Structure (XYZ):
```
14
Properties=species:S:1:pos:R:3:forces:R:3:mulliken_charge:R:1
C 1.386 -0.394 0.202 2.689 -4.329 2.785 -0.1921
C 0.848 0.852 -0.033 5.281 4.097 -0.684 0.1391
C -0.303 1.291 0.080 -7.369 0.837 -1.621 -0.2080
C -1.344 -0.773 -0.755 3.457 -3.638 -1.582 -0.2368
C -1.569 -0.598 0.646 1.508 -2.045 5.367 -0.3205
H 0.772 -1.337 1.178 1.688 2.622 -3.061 0.1304
H 1.466 1.800 -0.338 0.190 -2.485 0.945 0.2134
H -0.626 2.278 -0.066 0.445 1.654 0.212 0.4501
H -0.201 -1.134 -0.886 -2.940 0.748 -0.667 0.1577
H -2.176 -1.396 -1.339 1.860 2.243 0.966 0.2335
H -2.493 -0.980 0.879 -2.488 -0.120 1.264 0.3140
H -0.835 -0.618 1.597 -1.500 -0.618 -2.586 0.1405
N -1.470 0.525 -0.119 -2.177 2.069 -1.473 -0.3618
O 2.535 -0.571 -0.129 -0.646 -1.035 0.135 -0.4595
```
Forces are in eV/Å.



Among the records above, which one has the highest LUMO energy? number 4